{"formula": "C5H6O", "method": "ωB97M-V with the def2-TZVPD basis set", "homo_energy_ev": [-7.708, -7.704], "lumo_ev": [-0.68, -0.68], "e_above_lowest_ev": 6.6137, "elements": ["C", "C", "C", "O", "C", "C", "H", "H", "H", "H", "H", "H"], "coordinates": [[-1.678, -0.114, 0.062], [-0.414, 0.408, 0.341], [0.638, 0.145, -0.789], [0.119, -0.063, -1.937], [1.992, 0.060, -0.428], [2.003, -0.174, 0.841], [-2.576, 0.415, 0.368], [-1.789, -1.185, -0.107], [-0.884, -0.021, -1.716], [0.467, 0.014, 1.205], [-0.414, 1.472, 0.605], [2.643, -0.564, 1.628]], "forces_ev_per_angstrom": [[0.0, -0.1, 0.4], [-0.1, 0.3, -0.4], [-0.3, 0.1, 0.0], [0.0, 0.0, 0.1], [-0.3, 0.0, 0.3], [0.2, 0.0, -0.1], [0.2, -0.1, 0.0], [0.0, 0.1, -0.1], [0.3, 0.0, -0.1], [0.4, -0.2, 0.2], [0.0, -0.1, -0.1], [-0.2, 0.1, -0.1]]}